# 1
15
Properties=species:S:1:pos:R:3:lowdin_charge:R:1 method="wB97M-V/def2-TZVPD" homo_lumo_gap_ha=0.3468 charge=0
C 1.5661 -1.9224 -0.4976 0.00
C 0.6099 -0.6136 -0.3625 -0.23
C -0.6813 -0.4052 -0.4052 -0.22
F -1.6672 -1.1881 -0.8739 0.07
C -1.0450 1.0211 0.0528 -0.09
C -0.5718 1.5334 1.4675 -0.07
C 0.4377 1.5574 0.3411 -0.22
O 1.2825 0.3894 0.3232 -0.05
H 1.9103 -2.3610 0.4168 0.04
H 2.7207 -1.7464 -0.9557 0.13
H 0.9373 -2.5590 -1.2043 0.08
H -1.5265 1.7009 -0.5815 0.11
H -1.3422 2.2552 1.9479 0.12
H -0.5852 0.7175 2.3272 0.14
H 0.7368 2.5451 -0.2469 0.18

***

# 2
13
Properties=species:S:1:pos:R:3:lowdin_charge:R:1 method="wB97M-V/def2-TZVPD" homo_lumo_gap_ha=0.4027 charge=0
C -1.7222 -0.2994 0.5108 -0.06
C -0.2924 -0.4710 0.0693 -0.31
C 0.2192 0.1116 -1.2026 -0.08
N 0.5754 0.7044 0.0658 -0.03
C 1.8954 0.6124 0.5009 -0.32
O 2.8590 0.5274 -0.2227 0.05
H -1.8313 -0.4694 1.5868 0.08
H -2.3670 -1.0123 -0.0147 0.08
H -2.0651 0.7147 0.2856 0.08
H 0.1870 -1.4031 0.3737 0.14
H 1.0119 -0.4078 -1.7361 0.11
H -0.4501 0.7110 -1.8157 0.11
H 1.9803 0.6815 1.5990 0.13

***

# 3
17
Properties=species:S:1:pos:R:3:lowdin_charge:R:1 method="wB97M-V/def2-TZVPD" homo_lumo_gap_ha=0.3550 charge=0
C -1.6727 -1.8030 -0.2624 -0.01
C -0.5584 -1.3552 -0.7821 -0.35
S 0.7694 -0.7274 0.1332 0.70
N 0.3568 -1.0802 1.5654 -0.24
N 1.8949 -1.3951 -0.7486 -0.26
C 0.5298 1.1493 -0.3914 -0.27
C -0.9761 1.6230 -0.3563 -0.13
H -2.4555 -2.2128 -0.9123 0.08
H -2.0112 -1.3461 0.6745 0.07
H -0.1107 -1.7046 -1.7347 0.09
H 0.9654 -0.6303 2.1851 -0.03
H 2.8014 -1.1379 -0.3873 -0.02
H 1.1447 1.9386 0.1450 0.10
H 0.8281 1.0238 -1.4063 0.05
H -1.6376 0.8038 -0.7672 0.07
H -1.0970 2.0207 0.6686 0.07
H -0.9293 2.5871 -0.9679 0.09

***

# 4
39
Properties=species:S:1:pos:R:3:lowdin_charge:R:1 method="wB97M-V/def2-TZVPD" homo_lumo_gap_ha=0.2411 charge=-1
Zr -0.2186 -0.5233 0.4768 1.21
C 3.6651 -1.4907 -0.9230 -0.17
C 3.0560 -0.1750 -1.2628 -0.65
N 1.8048 0.1746 -1.1292 -0.01
C 1.6057 1.4638 -1.5880 -0.40
C 2.7160 2.1071 -2.0185 -0.34
S 4.0519 1.0539 -1.9324 1.05
C 0.2323 1.9346 -1.7147 -0.37
C -0.1869 3.0760 -2.3094 -0.34
S -1.8872 3.0549 -2.4556 1.08
C -1.9558 1.5154 -1.7051 -0.60
N -0.7810 1.0683 -1.3391 -0.02
C -3.2691 0.8223 -1.5713 -0.08
H 2.9113 -2.2720 -0.9626 0.04
H 4.0674 -1.4476 0.0909 0.00
H 4.4731 -1.7124 -1.6206 0.07
H 2.7976 3.1088 -2.4041 0.08
H 0.4117 3.8854 -2.6901 0.08
H -3.8991 1.0698 -2.4266 0.07
H -3.7745 1.1073 -0.6499 0.08
H -3.0931 -0.2498 -1.5225 0.06
Se 4.6244 0.7075 1.9904 -0.16
Sb 2.4202 0.0974 2.7346 -0.23
Se 1.6999 -2.0496 1.5825 0.10
Se 0.6984 1.6458 1.6287 0.09
Se 1.7441 -0.0353 5.0435 -0.21
N -0.9815 -1.0400 2.7152 -0.14
C -2.4328 -1.2195 2.7566 -0.14
C -3.0646 -0.4036 1.6358 -0.61
O -4.2665 -0.2582 1.5394 0.06
O -2.1861 0.0894 0.8152 -0.28
H -0.4675 -1.8234 3.1048 0.02
H -0.6932 -0.2365 3.2743 0.01
H -2.8826 -0.9251 3.7054 0.13
H -2.6718 -2.2676 2.5779 0.12
F -1.2848 -2.6690 0.3778 -0.22
C -1.3592 -2.1215 -0.9863 -0.18
F 0.0874 -2.0954 -1.2583 -0.25
H -1.7117 -2.9669 -1.5799 0.07

***

# 5
67
Properties=species:S:1:pos:R:3:lowdin_charge:R:1 method="wB97M-V/def2-TZVPD" homo_lumo_gap_ha=0.3023 charge=0
C -5.9546 -0.0442 -0.4199 -0.09
O -5.0556 -0.1329 0.6587 -0.09
C -3.9171 -0.8653 0.4918 -0.28
C -3.5556 -1.5334 -0.6672 -0.02
C -2.3665 -2.2451 -0.7110 0.00
C -1.5278 -2.2987 0.3863 -0.16
N -0.2977 -2.9646 0.3921 0.12
C 0.2830 -3.6669 -0.6103 -0.56
O -0.2648 -4.0567 -1.6151 0.06
C 1.7252 -4.0728 -0.2982 -0.34
S 2.7054 -2.7668 0.4951 1.04
C 2.3337 -1.4441 -0.6089 -0.55
N 1.4818 -1.7167 -1.5272 0.11
C 1.1554 -0.7460 -2.4290 -0.19
C 0.1893 -1.0133 -3.4036 0.00
C -0.1244 -0.0438 -4.3273 -0.06
C 0.5158 1.1961 -4.3071 -0.08
C 1.4692 1.4686 -3.3525 -0.02
C 1.7955 0.5031 -2.3968 -0.08
C 2.7802 0.7848 -1.3607 -0.36
O 3.4262 1.8078 -1.2765 0.07
N 2.9684 -0.2600 -0.4380 0.01
C 3.8138 0.0042 0.7066 -0.15
C 3.0535 0.0417 2.0446 -0.16
C 1.5621 0.3726 1.9153 -0.20
N 1.2707 1.4776 1.0247 -0.16
C -0.1391 1.5134 0.6779 -0.18
C -0.4211 2.5884 -0.3655 -0.16
C 0.0356 3.9517 0.1394 -0.20
C 1.5044 3.8591 0.5328 -0.18
C 1.6968 2.7560 1.5665 -0.18
C -1.8969 -1.6256 1.5683 -0.22
O -1.0120 -1.7308 2.6115 -0.11
C -1.3350 -1.0936 3.8229 -0.08
C -3.0805 -0.9187 1.6103 0.06
H -5.4927 0.4338 -1.2897 0.09
H -6.3362 -1.0292 -0.7064 0.10
H -6.7793 0.5724 -0.0659 0.09
H -4.1806 -1.5146 -1.5444 0.10
H -2.0838 -2.7696 -1.6074 0.10
H 0.2466 -2.7926 1.2287 0.10
H 1.7396 -4.9114 0.4001 0.09
H 2.2119 -4.3637 -1.2282 0.09
H -0.2808 -1.9834 -3.4034 0.11
H -0.8704 -0.2442 -5.0824 0.10
H 0.2611 1.9422 -5.0447 0.10
H 1.9802 2.4193 -3.3170 0.12
H 4.2618 0.9793 0.5014 0.12
H 4.6040 -0.7516 0.7519 0.12
H 3.5459 0.7712 2.6881 0.11
H 3.1239 -0.9289 2.5387 0.08
H 1.0415 -0.5038 1.5206 0.09
H 1.1644 0.5535 2.9321 0.13
H -0.4239 0.5356 0.2746 0.12
H -0.7636 1.7025 1.5733 0.13
H 0.1192 2.3430 -1.2802 0.09
H -1.4898 2.5930 -0.5897 0.11
H -0.1067 4.7084 -0.6339 0.11
H -0.5607 4.2407 1.0095 0.11
H 2.1072 3.6153 -0.3424 0.10
H 1.8546 4.8074 0.9444 0.11
H 2.7545 2.6873 1.8242 0.12
H 1.1320 3.0016 2.4876 0.13
H -1.4235 -0.0106 3.6939 0.09
H -0.5095 -1.3119 4.4991 0.10
H -2.2646 -1.4863 4.2452 0.10
H -3.3995 -0.3896 2.4924 0.12

***

# 6
106
Properties=species:S:1:pos:R:3:lowdin_charge:R:1 method="wB97M-V/def2-TZVPD" homo_lumo_gap_ha=0.1635 charge=0
C 6.8765 -3.0786 1.0488 -0.06
C 6.7009 -2.0872 -0.1512 -0.17
C 6.3847 -2.8483 -1.4268 -0.12
C 7.4035 -3.3220 -2.2505 -0.11
C 8.8895 -3.1362 -1.9672 -0.11
C 9.3812 -1.6771 -1.7395 -0.40
C 10.8973 -1.6533 -2.0859 -0.08
C 8.5856 -0.6079 -2.5160 -0.05
C 7.0452 -4.0355 -3.3880 -0.18
N 8.0089 -4.6022 -4.3026 0.10
C 5.7302 -4.2885 -3.7169 -0.01
C 5.3797 -5.1131 -4.9596 -0.72
O 5.2373 -6.3428 -4.7481 -0.04
O 5.2880 -4.5385 -6.0616 -0.03
C 4.7233 -3.8219 -2.9041 -0.02
C 5.0723 -3.0997 -1.7641 -0.04
C 3.9157 -2.6527 -0.9208 -0.25
O 3.8860 -2.6729 0.2968 0.12
C 2.7052 -2.1926 -1.7193 -0.03
C 1.9440 -1.0880 -1.3635 -0.05
B 2.3200 -0.1765 -0.1178 -0.45
C 3.8115 0.2465 0.2296 0.01
O 1.3389 0.3126 0.7334 0.07
C 0.8459 -0.7924 -2.1466 -0.58
Cl -0.1805 0.5995 -1.7948 0.69
C 0.4841 -1.5277 -3.2485 -0.68
Br -1.0322 -1.0455 -4.2945 0.72
C 1.2650 -2.6259 -3.6067 -0.53
S 0.8171 -3.5697 -5.0560 0.81
C 2.3553 -2.9148 -2.8319 -0.09
C 3.2686 -4.0900 -3.1739 -0.25
O 2.8422 -5.1246 -3.6384 0.11
H 6.4351 -4.0268 0.7374 0.08
H 7.9233 -3.1853 1.3363 0.06
H 6.2600 -2.7343 1.8821 0.06
H 5.8339 -1.4857 0.1024 0.06
H 7.5294 -1.3942 -0.2429 0.07
H 9.1395 -3.8029 -1.1311 0.13
H 9.4538 -3.5197 -2.8168 0.09
H 9.3431 -1.4933 -0.6625 0.10
H 11.3379 -2.6514 -1.9978 0.07
H 11.4331 -1.0087 -1.3837 0.07
H 11.0542 -1.3198 -3.1156 0.07
H 7.9966 -0.0225 -1.8061 0.07
H 9.3112 0.1040 -2.9268 0.07
H 7.9842 -1.0036 -3.3337 0.09
H 8.6497 -3.8924 -4.6311 0.08
H 8.4967 -5.3304 -3.7931 0.10
H 3.9732 -0.0679 1.2651 0.08
H 3.8275 1.3465 0.2061 0.08
H 4.5536 -0.1686 -0.4443 0.05
H 1.4580 1.2629 0.8289 0.10
H 0.1299 -4.6297 -4.5839 -0.10
C -2.7611 3.3594 -1.0919 -0.09
C -4.0881 2.6134 -1.1799 -0.24
C -5.2768 3.4334 -0.6740 -0.22
C -5.3679 3.5942 0.8521 -0.26
P -6.0940 2.2551 1.7991 1.01
C -7.6644 1.8182 1.0167 -0.27
C -8.6569 2.9182 0.6136 -0.23
C -9.4996 3.5576 1.7209 -0.26
C -10.1964 2.5624 2.6424 -0.10
C -6.5127 2.8240 3.4475 -0.26
C -5.4616 3.4706 4.3677 -0.21
C -4.6246 2.5470 5.2589 -0.25
C -5.3918 1.3967 5.9006 -0.11
C -5.2079 0.6954 1.7604 -0.26
C -3.9123 0.4387 2.5369 -0.22
C -2.7369 1.3761 2.2386 -0.25
C -1.7759 0.7961 1.2054 -0.12
H -2.5260 3.6610 -0.0679 0.07
H -1.9483 2.7266 -1.4455 0.04
H -2.7802 4.2556 -1.7142 0.08
H -4.0134 1.6650 -0.6442 0.08
H -4.2670 2.3564 -2.2258 0.12
H -6.1967 2.9777 -1.0502 0.10
H -5.2272 4.4283 -1.1208 0.12
H -6.0149 4.4579 1.0498 0.11
H -4.3993 3.8792 1.2673 0.08
H -8.1538 1.0667 1.6417 0.10
H -7.3871 1.2852 0.1012 0.10
H -9.3473 2.4724 -0.1062 0.12
H -8.1347 3.7122 0.0735 0.10
H -10.2618 4.1748 1.2410 0.11
H -8.8989 4.2540 2.3121 0.09
H -10.8075 1.8602 2.0722 0.09
H -10.8507 3.0877 3.3376 0.08
H -9.4836 1.9907 3.2403 0.06
H -7.0780 2.0463 3.9654 0.10
H -7.2406 3.6198 3.2672 0.08
H -6.0028 4.1467 5.0335 0.12
H -4.7928 4.1059 3.7807 0.11
H -4.1860 3.1553 6.0525 0.12
H -3.7711 2.1605 4.6989 0.08
H -6.2167 1.7668 6.5134 0.08
H -4.7300 0.8164 6.5427 0.08
H -5.8011 0.7079 5.1582 0.06
H -5.0583 0.4225 0.7115 0.10
H -5.9337 -0.0410 2.1285 0.11
H -3.6106 -0.5934 2.3470 0.13
H -4.1388 0.4659 3.6035 0.08
H -2.1732 1.5364 3.1611 0.11
H -3.0819 2.3635 1.9207 0.07
H -1.2875 -0.0976 1.5917 0.09
H -0.9960 1.5148 0.9640 0.05
H -2.2882 0.5267 0.2800 0.05

***

# 7
15
Properties=species:S:1:pos:R:3:lowdin_charge:R:1 method="wB97M-V/def2-TZVPD" homo_lumo_gap_ha=0.3860 charge=0
C 2.4166 -0.3424 -0.0421 -0.01
C 1.0111 0.1219 0.0785 -0.33
N 0.0762 -0.6852 0.3771 0.12
C -1.2177 0.0759 0.4356 -0.39
C -2.2743 -0.6735 -0.3480 -0.08
N -0.8207 1.4849 0.0475 0.09
C 0.4541 1.4914 0.0491 -0.12
H 2.4614 -1.2489 -0.5351 0.07
H 2.7705 -0.4204 0.8935 0.05
H 3.0244 0.3074 -0.5395 0.05
H -1.5904 0.0603 1.5331 0.17
H -2.0162 -0.8781 -1.4004 0.07
H -3.1980 -0.0412 -0.4677 0.10
H -2.1985 -1.6888 -0.0040 0.07
H 1.1016 2.4367 -0.0776 0.13

***

# 8
23
Properties=species:S:1:pos:R:3:lowdin_charge:R:1 method="wB97M-V/def2-TZVPD" homo_lumo_gap_ha=0.3548 charge=+1
S 0.6304 3.0533 -0.7591 0.73
C -0.4778 1.2973 -0.3529 -0.79
Br -2.3285 1.4399 -1.2486 0.79
C -0.5550 1.0097 1.1321 -0.16
C -0.3437 -0.5063 1.2658 -0.30
C 1.1502 -0.8770 1.0465 -0.11
C 1.5350 -0.1547 -0.1490 -0.11
N 0.3235 0.2194 -0.9831 -0.14
C -0.5023 -0.9438 -1.0810 -0.21
C -1.1302 -1.1851 0.2405 -0.18
H 0.3614 2.6886 -2.0028 -0.18
H -1.5249 1.2634 1.5047 0.11
H 0.2512 1.6043 1.6900 0.16
H -0.5795 -0.8849 2.1702 0.12
H 1.1007 -2.0683 0.9978 0.18
H 1.8687 -0.6753 1.8420 0.14
H 2.0918 0.7323 0.1072 0.12
H 2.0991 -0.8002 -0.7239 0.12
H 0.5766 0.5914 -1.8925 0.16
H -0.0065 -1.8482 -1.5159 0.17
H -1.2109 -0.6607 -1.8953 0.09
H -2.1849 -0.9894 0.2017 0.11
H -1.1444 -2.3057 0.4057 0.16

***

# 9
50
Properties=species:S:1:pos:R:3:lowdin_charge:R:1 method="wB97M-V/def2-TZVPD" spin_multiplicity=5 homo_lumo_gap_ha="0.3023 / 0.2322" charge=+1
C -1.0784 -1.6571 3.8379 -0.14
C -0.9100 -2.1725 2.5290 -0.13
C 0.4325 -2.3642 2.2332 -0.11
H -1.7561 -2.4650 1.8707 0.12
C 1.2383 -1.8996 3.3524 -0.22
C 0.2742 -1.6009 4.4777 -0.21
H 0.5237 -1.2371 5.5083 0.13
H -2.0325 -1.4618 4.3770 0.14
H 0.8576 -2.8255 1.3288 0.12
H 2.3493 -1.8383 3.3928 0.12
Pt 0.4163 0.0933 3.2515 1.03
Cl 2.1394 1.7419 2.4946 -0.11
P 0.0854 0.2413 -0.4836 1.24
C 1.3070 -0.9045 -1.1542 -0.37
C 1.0865 -1.6878 -2.2944 -0.07
H 0.1047 -1.7164 -2.7730 0.11
C 2.1277 -2.4665 -2.7951 -0.06
H 1.9689 -3.0894 -3.6733 0.12
C 3.3902 -2.4862 -2.2116 -0.04
H 4.2061 -3.0640 -2.6298 0.12
C 3.5796 -1.7336 -1.0559 -0.06
H 4.5434 -1.7552 -0.5512 0.12
C 2.5643 -0.9588 -0.5211 -0.09
H 2.7034 -0.3913 0.4035 0.08
C -1.5868 -0.2608 -0.9573 -0.33
C -1.9689 -1.6096 -0.8664 -0.11
H -1.2832 -2.3354 -0.4244 0.10
C -3.2310 -1.9966 -1.2869 -0.06
H -3.5129 -3.0424 -1.2014 0.12
C -4.1556 -1.0840 -1.7831 -0.04
H -5.1361 -1.4022 -2.1092 0.12
C -3.7722 0.2546 -1.8362 -0.05
H -4.5012 0.9840 -2.1768 0.12
C -2.5095 0.6744 -1.4471 -0.05
H -2.2459 1.7330 -1.4803 0.12
C 0.4655 1.9204 -1.0480 -0.35
C 1.0456 2.1265 -2.2943 -0.06
H 1.3539 1.2917 -2.9198 0.11
C 1.2486 3.4351 -2.7305 -0.06
H 1.6748 3.6094 -3.7037 0.11
C 0.9256 4.5406 -1.9641 -0.04
H 1.0729 5.5498 -2.3152 0.12
C 0.3980 4.3033 -0.7024 -0.06
H 0.1603 5.1330 -0.0542 0.12
C 0.1563 3.0328 -0.2366 -0.10
H -0.2391 2.8453 0.7682 0.08
O -1.8645 3.0008 3.7306 0.10
C -1.1543 2.0478 3.5028 -0.52
O -1.1100 1.2628 2.4122 -0.27
H -0.3520 1.6849 4.2098 0.07

***

# 10
84
Properties=species:S:1:pos:R:3:lowdin_charge:R:1 method="wB97M-V/def2-TZVPD" homo_lumo_gap_ha=0.2517 charge=+1
C 7.6150 2.9968 1.0107 -0.14
O 6.9375 2.7212 -0.2371 -0.26
C 6.5735 1.2991 -0.3212 -0.22
C 6.1450 1.0382 -1.8488 -0.16
C 5.0133 -0.1289 -2.0099 -0.21
C 3.7768 0.4789 -2.8661 -0.21
C 2.6781 -0.6657 -3.2301 -0.19
C 1.2845 -0.4754 -2.4108 -0.20
C 0.1519 0.2599 -3.3071 -0.18
C -1.2550 0.4685 -2.5335 -0.12
C -1.3159 -0.3109 -1.1117 -0.03
C -0.9862 0.4793 0.2098 -0.03
C -0.5390 1.9959 0.0453 -0.20
C -1.7907 2.9604 0.3469 -0.20
C -1.4265 4.3781 1.0064 -0.40
C -0.0039 4.9933 0.5656 -0.09
C -2.5726 5.4235 0.4743 -0.11
C -1.1397 -0.3185 1.5442 -0.05
C -0.9105 0.3492 2.9293 -0.42
Cl -0.5016 2.0844 3.2555 0.71
C -1.0666 -0.5066 4.2473 -0.18
N -0.8347 0.1104 5.5745 0.07
C -1.4693 -2.0217 4.2574 -0.13
P -1.6607 -3.1113 5.7752 0.64
O -0.3267 -2.9974 6.5622 -0.34
O -2.9658 -2.5889 6.7330 -0.17
O -1.7877 -4.7419 5.2743 -0.19
C -1.7336 -2.6614 2.8513 0.04
C -1.5463 -1.8233 1.5159 -0.02
C -1.8097 -2.5208 0.1151 -0.02
C -2.2432 -4.0466 0.2060 -0.02
B -3.8731 -4.0697 0.4847 -0.49
O -4.7752 -3.1038 -0.1263 0.08
O -4.4583 -5.0821 1.3187 0.11
N -1.6839 -1.7455 -1.1143 0.02
C -1.9324 -2.4193 -2.4439 -0.07
C -3.4685 -2.1615 -2.9470 -0.29
C -3.5716 -1.8897 -4.5323 -0.05
F -4.1314 -1.1188 -2.2051 -0.05
H 8.7342 2.6943 1.0032 0.10
H 7.0893 2.4815 1.8863 0.09
H 7.5756 4.1301 1.1831 0.10
H 5.7108 1.0968 0.4289 0.13
H 7.5213 0.7164 -0.0385 0.13
H 5.6375 2.0149 -2.2090 0.11
H 7.0546 0.8711 -2.5221 0.12
H 4.6931 -0.5601 -1.0008 0.11
H 5.5383 -0.9768 -2.5978 0.11
H 3.2628 1.2442 -2.1846 0.11
H 4.2464 0.9500 -3.8066 0.12
H 2.5043 -0.7065 -4.3701 0.11
H 3.1270 -1.6676 -2.9122 0.10
H 0.9125 -1.5363 -2.1696 0.10
H 1.5455 0.1390 -1.4840 0.10
H 0.5402 1.2372 -3.7737 0.13
H -0.0299 -0.4535 -4.2044 0.11
H -1.4884 1.5953 -2.4087 0.12
H -2.0778 0.1017 -3.2597 0.10
H -0.1427 2.2827 -0.9949 0.11
H 0.3764 2.1765 0.7337 0.11
H -2.3497 3.1333 -0.6390 0.11
H -2.5275 2.3824 1.0314 0.12
H -1.5105 4.4056 2.1531 0.10
H 0.6724 5.0046 1.5002 0.08
H -0.1947 6.1088 0.3160 0.08
H 0.4780 4.5006 -0.3436 0.08
H -2.8310 6.1907 1.2783 0.08
H -2.1833 5.9361 -0.4868 0.08
H -3.5155 4.8318 0.1489 0.08
H -1.3069 -0.4275 6.3164 0.07
H -1.2962 1.0464 5.6101 0.08
H -2.9879 -3.0866 7.5866 0.10
H -0.9203 -4.9169 4.8231 0.09
H -2.0648 -3.7565 2.8680 0.09
H -1.6677 -4.6168 1.0334 0.13
H -2.0931 -4.6738 -0.7350 0.12
H -5.1027 -2.5181 0.5956 0.12
H -5.3197 -4.7676 1.6803 0.12
H -1.8213 -3.5526 -2.4016 0.13
H -1.1616 -2.0869 -3.2426 0.12
H -4.0631 -3.1358 -2.7544 0.14
H -4.5377 -2.3944 -4.9155 0.10
H -3.7692 -0.7536 -4.6520 0.10
H -2.6525 -2.2111 -5.1277 0.09

***

# 11
10
Properties=species:S:1:pos:R:3:lowdin_charge:R:1 method="wB97M-V/def2-TZVPD" homo_lumo_gap_ha=0.3893 charge=0
O -1.0044 1.2093 0.1147 0.06
C -0.3226 0.0016 0.1016 -0.69
O -1.1760 -1.1066 0.0067 0.05
C 0.9509 -0.1074 -0.6335 -0.03
N 0.8461 -0.1013 0.8846 0.10
H -1.7253 1.1642 -0.5239 0.11
H -1.2560 -1.5203 0.8749 0.11
H 1.2773 -1.0683 -1.0019 0.10
H 1.3157 0.7605 -1.1663 0.10
H 1.0943 0.7682 1.3431 0.10

***

no.,energy (eV)
1,-11096.14748
2,-7797.97890
3,-18120.84869
4,-316499.89945
5,-52468.39430
6,-155422.74643
7,-8293.40386
8,-89829.23581
9,-54370.32003
10,-69187.25748
11,-7738.89617